i | {"formula": "FNO4S", "method": "ωB97M-V/def2-TZVPD", "lumo_energy_ev": -2.2, "species": ["O", "O", "O", "N", "F", "O", "S"], "coordinates": [[-1.43, 1.32, 0.32], [-1.45, -1.22, 0.51], [-0.42, -0.16, -1.38], [1.01, -0.04, 0.38], [1.67, 1.05, -0.16], [1.64, -0.97, 0.40], [-1.01, 0.03, -0.07]]}

---

ii | {"formula": "FNO4S", "method": "ωB97M-V/def2-TZVPD", "lumo_energy_ev": -1.7, "smiles": "O=S(=O)=O.O=NF", "species": ["O", "F", "O", "N", "O", "S", "O"], "coordinates": [[-1.58, -1.65, -1.08], [0.68, 2.46, 0.81], [0.83, -2.21, -1.88], [1.14, 2.94, 2.14], [-1.16, -3.90, -1.90], [-0.67, -2.55, -1.69], [0.34, 3.54, 2.68]]}

---

Most stable structure, least stable structure: ii, i.

---

i | {"formula": "C17H26N2O3", "method": "ωB97M-V/def2-TZVPD", "lumo_energy_ev": 0.5, "smiles": "CCCCCCCCC(=O)N/N=C(\\C)c1ccc(O)cc1O", "species": ["H", "C", "C", "C", "H", "H", "H", "H", "C", "H", "C", "H", "H", "H", "H", "O", "C", "O", "H", "H", "N", "H", "C", "H", "C", "O", "H", "C", "C", "C", "H", "C", "H", "H", "C", "H", "H", "C", "N", "H", "H", "H", "C", "H", "H", "H", "C", "C"], "coordinates": [[-5.09, -1.92, 1.92], [2.08, 2.01, 1.92], [-5.22, -2.06, -0.22], [-3.03, 1.92, 0.26], [-0.22, 2.44, 0.66], [1.62, -0.01, -1.45], [6.13, -0.67, 1.93], [-2.78, 2.45, -1.82], [2.06, 1.13, 0.69], [2.98, 2.61, 1.93], [-0.93, 1.67, -1.13], [-3.93, 0.38, -0.92], [-6.98, -1.81, -1.41], [4.21, 0.76, 2.28], [-7.66, -2.87, 0.77], [-0.74, 0.96, -2.08], [3.20, 0.25, 0.45], [2.37, -0.60, -1.67], [-8.59, -1.41, 0.38], [-6.51, -0.36, -0.54], [-0.02, 1.81, -0.11], [-3.93, 2.52, 0.36], [-2.19, 2.49, -0.90], [-2.47, 2.01, 1.20], [3.29, -0.56, -0.71], [6.49, -2.24, -0.20], [-5.23, 0.44, 1.16], [-4.51, -1.60, 1.05], [-6.60, -1.44, -0.45], [4.41, -1.37, -0.89], [-1.93, 3.53, -0.70], [4.25, 0.17, 1.38], [-3.78, 0.12, 2.11], [-2.49, -0.14, -0.05], [5.34, -0.64, 1.19], [-3.54, -2.10, 1.10], [-5.32, -3.14, -0.17], [5.43, -1.42, 0.04], [1.12, 1.09, -0.16], [2.04, 1.40, 2.82], [7.12, -2.17, 0.53], [-7.31, -1.34, 1.59], [-4.27, -0.09, 1.15], [-4.59, -1.83, -1.08], [4.47, -1.98, -1.78], [1.23, 2.70, 1.94], [-3.40, 0.46, 0.03], [-7.60, -1.79, 0.64]]}

---

ii | {"formula": "C17H26N2O3", "method": "ωB97M-V/def2-TZVPD", "lumo_energy_ev": 0.6, "smiles": "C=CCN1C(=O)N(CC=C)C(=O)C(CC)(CCC(C)C)C1=O", "species": ["C", "H", "C", "H", "H", "C", "C", "H", "O", "H", "H", "H", "H", "H", "H", "C", "C", "C", "C", "H", "H", "H", "H", "N", "O", "H", "C", "H", "H", "C", "H", "C", "H", "N", "C", "C", "H", "H", "H", "H", "C", "O", "H", "H", "H", "C", "C", "C"], "coordinates": [[-1.53, -3.73, 1.11], [5.96, 1.29, 2.89], [-0.93, -3.41, -0.28], [4.06, 2.81, 2.76], [0.53, -0.18, -2.51], [-0.49, 1.65, 0.57], [-0.67, -0.88, 0.14], [-0.81, -3.59, 1.91], [1.61, 3.73, 2.40], [-2.69, -4.12, -1.29], [-1.35, -0.61, -0.64], [2.56, 0.36, 3.97], [0.14, 1.52, -2.12], [0.92, -2.43, 0.32], [0.22, 4.07, -1.43], [1.42, 0.50, -0.66], [0.14, 4.73, -0.59], [-2.09, -3.22, -1.28], [2.54, 1.38, 3.52], [-2.74, -2.37, -1.03], [-2.44, -3.16, 1.36], [2.14, 2.05, 4.30], [0.85, 6.43, -1.73], [1.61, 1.45, 2.36], [-1.58, 1.70, 0.08], [-1.69, -3.08, -2.28], [0.93, 0.32, 1.85], [-1.55, 4.11, 0.54], [-1.28, -1.09, 1.03], [-0.46, 4.17, 0.67], [4.89, -0.10, 3.52], [0.92, 0.75, -2.08], [2.08, -0.37, -0.67], [0.10, 2.84, 1.01], [0.51, 6.08, -0.79], [3.94, 1.77, 3.10], [0.41, 6.78, 0.07], [0.40, -2.00, -1.32], [-0.35, 4.87, 1.50], [-1.74, -4.79, 1.12], [0.03, -2.18, -0.30], [1.07, -0.76, 2.39], [-0.31, -4.29, -0.57], [1.71, 1.09, -2.71], [2.03, 1.36, -0.40], [5.00, 0.93, 3.19], [0.31, 0.33, 0.45], [1.10, 2.70, 1.94]]}

---

Most stable structure, least stable structure: i, ii.

---

i | {"formula": "CH3O3Si", "method": "ωB97M-V/def2-TZVPD", "lumo_energy_ev": [4.1, 1.5], "charge": -1, "multiplicity": 3, "species": ["Si", "H", "C", "O", "O", "O", "H", "H"], "coordinates": [[-0.33, 0.47, 0.13], [-0.02, 1.08, -1.10], [-0.89, -1.22, -0.32], [2.25, 0.92, 1.19], [-0.80, -2.41, -0.22], [-1.64, -0.46, -1.10], [-1.04, 1.28, 1.03], [2.47, 0.34, 0.38]]}

---

ii | {"formula": "CH3O3Si", "method": "ωB97M-V/def2-TZVPD", "lumo_energy_ev": [4.3, 1.6], "charge": -1, "multiplicity": 3, "species": ["O", "Si", "O", "H", "C", "O", "H", "H"], "coordinates": [[-1.03, 1.30, -0.26], [0.69, -0.86, 0.18], [0.28, -2.32, 0.29], [-0.47, 1.40, 0.46], [-0.64, 0.13, -0.83], [-1.27, -0.27, -1.79], [0.46, 0.71, 1.77], [1.99, -0.08, 0.17]]}

---

Most stable structure, least stable structure: ii, i.

---

i | {"formula": "C2H10NS2", "method": "ωB97M-V/def2-TZVPD", "lumo_energy_ev": -3.7, "charge": 1, "species": ["H", "H", "N", "H", "S", "S", "H", "C", "H", "H", "C", "H", "H", "H", "H"], "coordinates": [[1.53, 1.27, -0.69], [-2.92, 0.46, 0.39], [1.48, 0.26, -0.80], [-3.18, 1.56, 1.64], [-1.86, -0.26, 2.49], [-0.33, -0.75, 1.26], [0.39, -1.66, 1.98], [2.30, -0.21, -1.98], [3.28, 0.24, -1.87], [-4.07, 0.06, 1.67], [-3.09, 0.48, 1.46], [0.49, -0.05, -0.78], [1.80, -0.03, -2.93], [2.34, -1.28, -1.90], [1.84, -0.10, 0.09]]}

---

ii | {"formula": "C2H10NS2", "method": "ωB97M-V/def2-TZVPD", "lumo_energy_ev": -3.7, "charge": 1, "species": ["S", "H", "H", "C", "C", "H", "H", "S", "H", "H", "N", "H", "H", "H", "H"], "coordinates": [[-1.29, -0.04, 2.59], [2.72, 0.22, -2.89], [2.63, 1.05, -0.66], [-2.95, 0.48, 1.96], [2.08, -0.30, -2.18], [-0.65, -2.46, 1.45], [2.60, -1.14, -1.71], [-0.75, -1.19, 0.99], [1.20, 0.13, -0.35], [-2.91, 1.55, 1.80], [1.77, 0.62, -1.03], [-3.30, -0.17, 1.15], [1.28, 1.47, -1.31], [1.11, -0.50, -2.65], [-3.55, 0.27, 2.84]]}

---

Most stable structure, least stable structure: ii, i.